Entry 1:
The following is a quantum chemistry calculation of an isolated molecule of C33H53N5O6, from OMol25.

## Properties
Energy relative to the best compared isomer or geometry (same formula, charge and spin): 0.00 kcal per mole
Spin multiplicity: 1
Lowest unoccupied orbital energy: 0.672 eV
Kohn-Sham gap: 8.96 eV

Last columns: bonded neighbours and bond lengths (Å).
CARTESIAN COORDINATES (ANGSTROEM)
1 C 4.35 -1.64 -5.84  N2 1.451, H95 1.089, H96 1.088, H97 1.098
2 N 5.01 -1.85 -4.56  C1 1.451, C3 1.451, C7 1.457
3 C 5.64 -0.63 -4.09  N2 1.451, H4 1.089, H5 1.087, H6 1.100
4 H 6.43 -0.37 -4.80  C3 1.089
5 H 6.10 -0.80 -3.12  C3 1.087
6 H 4.95 0.22 -4.02  C3 1.100
7 C 4.11 -2.46 -3.59  N2 1.457, C8 1.492, H77 1.095, C78 1.534
8 C 3.14 -1.48 -3.01  C7 1.492, N9 1.291, O12 1.353
9 N 2.04 -1.07 -3.54  C8 1.291, N10 1.351
10 N 1.50 -0.17 -2.69  N9 1.351, C11 1.293
11 C 2.30 -0.08 -1.68  N10 1.293, O12 1.346, C13 1.482
12 O 3.37 -0.88 -1.82  C8 1.353, C11 1.346
13 C 2.09 0.73 -0.46  C11 1.482, N14 1.444, H49 1.099, C50 1.551
14 N 0.83 1.42 -0.59  C13 1.444, C15 1.351, H48 1.008
15 C 0.49 2.46 0.20  N14 1.351, O16 1.213, C17 1.525
16 O 1.22 2.91 1.05  C15 1.213
17 C -0.91 3.00 -0.09  C15 1.525, C18 1.529, C38 1.535, H47 1.096
18 C -1.07 4.42 0.45  C17 1.529, C19 1.529, H45 1.091, H46 1.091
19 C -2.50 4.91 0.24  C18 1.529, N20 1.445, H43 1.088, H44 1.097
20 N -3.44 3.99 0.85  C19 1.445, C21 1.357, C37 1.445
21 C -4.09 4.22 2.02  N20 1.357, O22 1.212, O23 1.345
22 O -4.75 3.38 2.58  C21 1.212
23 O -3.93 5.50 2.43  C21 1.345, C24 1.446
24 C -4.57 5.97 3.63  O23 1.446, C25 1.529, C29 1.530, C33 1.528
25 C -4.08 5.18 4.84  C24 1.529, H26 1.088, H27 1.086, H28 1.086
26 H -2.99 5.23 4.90  C25 1.088
27 H -4.50 5.60 5.75  C25 1.086
28 H -4.38 4.14 4.76  C25 1.086
29 C -4.14 7.43 3.73  C24 1.530, H30 1.087, H31 1.086, H32 1.087
30 H -3.06 7.49 3.79  C29 1.087
31 H -4.57 7.89 4.62  C29 1.086
32 H -4.47 7.98 2.85  C29 1.087
33 C -6.09 5.87 3.50  C24 1.528, H34 1.086, H35 1.088, H36 1.086
34 H -6.57 6.31 4.37  C33 1.086
35 H -6.42 6.40 2.61  C33 1.088
36 H -6.39 4.83 3.42  C33 1.086
37 C -3.36 2.64 0.35  N20 1.445, C38 1.529, H41 1.091, H42 1.096
38 C -1.95 2.08 0.57  C17 1.535, C37 1.529, H39 1.092, H40 1.091
39 H -1.76 2.04 1.64  C38 1.092
40 H -1.89 1.07 0.16  C38 1.091
41 H -4.10 2.04 0.87  C37 1.091
42 H -3.60 2.65 -0.72  C37 1.096
43 H -2.64 5.90 0.68  C19 1.088
44 H -2.73 4.96 -0.83  C19 1.097
45 H -0.83 4.42 1.51  C18 1.091
46 H -0.37 5.09 -0.06  C18 1.091
47 H -1.07 3.00 -1.18  C17 1.096
48 H 0.21 1.05 -1.29  N14 1.008
49 H 2.89 1.47 -0.35  C13 1.099
50 C 2.12 -0.20 0.79  C13 1.551, C51 1.501, H75 1.092, H76 1.090
51 C 0.95 -1.13 0.78  C50 1.501, C52 1.392, C56 1.385
52 C 0.94 -2.29 0.01  C51 1.392, C53 1.377, H74 1.081
53 C -0.19 -3.08 -0.04  C52 1.377, C54 1.400, H73 1.079
54 C -1.34 -2.76 0.68  C53 1.400, C55 1.391, O59 1.355
55 C -1.32 -1.61 1.47  C54 1.391, C56 1.385, H58 1.077
56 C -0.19 -0.82 1.51  C51 1.385, C55 1.385, H57 1.080
57 H -0.19 0.07 2.13  C56 1.080
58 H -2.17 -1.31 2.05  C55 1.077
59 O -2.36 -3.64 0.51  C54 1.355, C60 1.432
60 C -3.66 -3.54 1.10  O59 1.432, C61 1.533, C65 1.532, C69 1.535
61 C -4.39 -2.26 0.67  C60 1.533, H62 1.088, H63 1.085, H64 1.087
62 H -4.25 -2.10 -0.39  C61 1.088
63 H -4.05 -1.38 1.21  C61 1.085
64 H -5.46 -2.37 0.87  C61 1.087
65 C -3.61 -3.69 2.62  C60 1.532, H66 1.087, H67 1.088, H68 1.085
66 H -4.62 -3.75 3.01  C65 1.087
67 H -3.08 -4.60 2.88  C65 1.088
68 H -3.10 -2.86 3.10  C65 1.085
69 C -4.39 -4.75 0.50  C60 1.535, H70 1.087, H71 1.086, H72 1.087
70 H -3.84 -5.66 0.73  C69 1.087
71 H -5.40 -4.83 0.91  C69 1.086
72 H -4.45 -4.65 -0.58  C69 1.087
73 H -0.20 -3.98 -0.64  C53 1.079
74 H 1.81 -2.58 -0.56  C52 1.081
75 H 3.07 -0.75 0.78  C50 1.092
76 H 2.09 0.44 1.67  C50 1.090
77 H 3.52 -3.22 -4.11  C7 1.095
78 C 4.88 -3.17 -2.46  C7 1.534, O79 1.407, H93 1.097, H94 1.097
79 O 3.94 -3.94 -1.76  C78 1.407, C80 1.433
80 C 4.39 -4.68 -0.62  O79 1.433, C81 1.532, C85 1.533, C89 1.534
81 C 3.18 -5.54 -0.23  C80 1.532, H82 1.086, H83 1.086, H84 1.086
82 H 2.90 -6.17 -1.06  C81 1.086
83 H 3.42 -6.16 0.63  C81 1.086
84 H 2.34 -4.90 0.01  C81 1.086
85 C 5.58 -5.59 -0.97  C80 1.533, H86 1.088, H87 1.086, H88 1.088
86 H 5.35 -6.17 -1.87  C85 1.088
87 H 5.75 -6.28 -0.15  C85 1.086
88 H 6.48 -5.02 -1.14  C85 1.088
89 C 4.77 -3.75 0.54  C80 1.534, H90 1.088, H91 1.087, H92 1.086
90 H 5.65 -3.16 0.31  C89 1.088
91 H 3.94 -3.08 0.76  C89 1.087
92 H 4.98 -4.34 1.43  C89 1.086
93 H 5.65 -3.79 -2.93  C78 1.097
94 H 5.36 -2.43 -1.81  C78 1.097
95 H 5.07 -1.21 -6.53  C1 1.089
96 H 4.01 -2.59 -6.23  C1 1.088
97 H 3.48 -0.96 -5.76  C1 1.098


Entry 2:
The following is a quantum chemistry calculation of an isolated molecule of C3HBrClNS, from OMol25.

## Properties
Energy relative to the best compared isomer or geometry (same formula, charge and spin): 56.26 kcal per mole
Spin multiplicity: 1
Lowest unoccupied orbital energy (alpha / beta): -2.650 / -2.376 eV
Kohn-Sham gap (alpha / beta): 6.34 / 6.65 eV

Last columns: bonded neighbours and bond lengths (Å).
CARTESIAN COORDINATES (ANGSTROEM)
1 C 0.21 0.30 -0.05  N4 1.287, S5 1.688, H8 1.083
2 C 2.50 0.10 0.00  C3 1.303, N4 1.342, Br7 1.966
3 C 2.98 1.31 -0.03  C2 1.303, Cl6 1.607
4 N 1.26 -0.43 0.03  C1 1.287, C2 1.342
5 S 0.11 1.98 -0.25  C1 1.688
6 Cl 4.07 2.48 0.13  C3 1.607
7 Br 3.86 -1.32 -0.05  C2 1.966
8 H -0.74 -0.23 0.01  C1 1.083


Number 1: total energy -2014.5351 Ha, F_max 1.45 eV Å⁻¹. Number 2: total energy -3601.9200 Ha, F_max 1.90 eV Å⁻¹.